The following is a DFT calculation (ωB97M-V/def2-TZVPD) of a cluster of 6 separate species, C12H39O15P3 in total at a distorted geometry.

## Properties
Gap between HOMO and LUMO = 10.62 eV
Energy relative to the best compared isomer or geometry (same formula, charge and spin) = 1.390 eV

Each atom is followed by the atoms it is bonded to, with distances in Å.
Atoms and positions in Å:
1 C 0.51421 2.51636 -3.84643  O2 1.428, H9 1.090, H10 1.089, H11 1.093
2 O 0.67191 2.52033 -5.26569  C1 1.428, P3 1.611
3 P -0.58539 2.09640 -6.17979  O2 1.611, O4 1.473, O5 1.593, O7 1.613
4 O -0.16416 1.50225 -7.46017  P3 1.473
5 O -1.54059 1.20304 -5.27108  P3 1.593, C6 1.408
6 C -1.78735 -0.14714 -5.58323  O5 1.408, H12 1.091, H13 1.097, H14 1.092
7 O -1.45791 3.45149 -6.24696  P3 1.613, C8 1.408
8 C -0.76522 4.64675 -6.51933  O7 1.408, H15 1.091, H16 1.095, H17 1.092
9 H 1.15894 1.76345 -3.39394  C1 1.090
10 H -0.46380 2.40486 -3.38150  C1 1.089
11 H 0.90355 3.48127 -3.51162  C1 1.093
12 H -1.26022 -0.55172 -6.44842  C6 1.091
13 H -2.85308 -0.26337 -5.81620  C6 1.097
14 H -1.61210 -0.85107 -4.76639  C6 1.092
15 H -0.87120 5.33748 -5.68092  C8 1.091
16 H -1.11570 5.21209 -7.38963  C8 1.095
17 H 0.29810 4.55888 -6.75362  C8 1.092
18 C -0.42029 -3.34636 2.43827  O19 1.444, H26 1.081, H27 1.090, H28 1.092
19 O -0.15621 -2.13829 3.18423  C18 1.444, P20 1.591
20 P -0.46425 -2.20832 4.74311  O19 1.591, O21 1.468, O22 1.613, O24 1.587
21 O -0.04734 -3.43550 5.43318  P20 1.468
22 O -2.04764 -1.90101 4.74888  P20 1.613, C23 1.440
23 C -2.64373 -1.89924 6.05982  O22 1.440, H29 1.089, H30 1.084, H31 1.096
24 O 0.21387 -0.91175 5.35753  P20 1.587, C25 1.428
25 C -0.23130 0.38281 4.95110  O24 1.428, H32 1.091, H33 1.093, H34 1.089
26 H 0.50675 -3.86088 2.22597  C18 1.081
27 H -0.93358 -3.01428 1.53537  C18 1.090
28 H -1.16896 -4.01482 2.86840  C18 1.092
29 H -2.84032 -2.93994 6.31406  C23 1.089
30 H -3.49556 -1.22937 6.09052  C23 1.084
31 H -1.95133 -1.55353 6.83575  C23 1.096
32 H 0.55868 1.00926 4.53377  C25 1.091
33 H -0.58232 0.90016 5.84704  C25 1.093
34 H -1.03748 0.33648 4.21993  C25 1.089
35 C 3.38461 -3.71410 3.45218  O36 1.440, H43 1.092, H44 1.085, H45 1.088
36 O 3.94267 -2.58046 2.76157  C35 1.440, P37 1.591
37 P 3.18832 -2.00837 1.48250  O36 1.591, O38 1.475, O39 1.611, O41 1.600
38 O 2.26085 -2.93916 0.81236  P37 1.475
39 O 4.44304 -1.45076 0.63919  P37 1.611, C40 1.403
40 C 5.48709 -2.30208 0.24757  O39 1.403, H46 1.092, H47 1.092, H48 1.095
41 O 2.62252 -0.61875 2.03859  P37 1.600, C42 1.409
42 C 1.75216 0.14703 1.23739  O41 1.409, H49 1.090, H50 1.100, H51 1.092
43 H 2.69322 -3.33365 4.20739  C35 1.092
44 H 4.20952 -4.21373 3.94884  C35 1.085
45 H 2.81718 -4.40055 2.82799  C35 1.088
46 H 5.54108 -2.39811 -0.83860  C40 1.092
47 H 5.51234 -3.30336 0.68218  C40 1.092
48 H 6.46260 -1.88743 0.52368  C40 1.095
49 H 1.64603 -0.21367 0.21477  C42 1.090
50 H 2.14831 1.16404 1.10282  C42 1.100
51 H 0.78826 0.32117 1.71937  C42 1.092
52 C -1.43994 2.09460 1.42735  O53 1.420, H54 1.090, H55 1.088, H56 1.093
53 O -0.79681 2.69352 0.31138  C52 1.420, H57 0.956
54 H -0.83568 1.98435 2.32774  C52 1.090
55 H -2.37816 2.58821 1.67348  C52 1.088
56 H -1.70226 1.07416 1.13538  C52 1.093
57 H 0.11285 2.95986 0.43838  O53 0.956
58 C -3.36557 2.80670 -2.24854  O59 1.433, H60 1.095, H61 1.088, H62 1.091
59 O -3.09039 2.04926 -1.06360  C58 1.433, H63 0.975
60 H -2.89126 2.35421 -3.12581  C58 1.095
61 H -4.44461 2.76372 -2.38145  C58 1.088
62 H -2.99505 3.82698 -2.13906  C58 1.091
63 H -2.24951 2.36817 -0.68607  O59 0.975
64 C -0.74668 -1.18600 -1.04940  O65 1.437, H66 1.092, H67 1.092, H68 1.087
65 O -0.65135 0.23780 -1.22278  C64 1.437, H69 0.970
66 H -1.65321 -1.39964 -0.47954  C64 1.092
67 H -0.72415 -1.75788 -1.97900  C64 1.092
68 H 0.15879 -1.38207 -0.48120  C64 1.087
69 H -1.53577 0.59923 -1.38905  O65 0.970